# 1
The following is a DFT calculation (ωB97M-V/def2-TZVPD) of an isolated ion of composition C5H12NO2S and charge +1 at a distorted geometry.

Summary:
* energy: -800.73789 Eh
* LUMO energy: -6.24 eV
* SMILES string: C=[N+](C(C)C)S(C)(=O)=O
* total charge: +1

The geometry in XYZ format:
```
21
C5H12NO2S (ωB97M-V/def2-TZVPD)
C -0.366 -1.922 -0.613
C -1.565 0.909 0.903
C -0.823 0.878 -1.467
C 2.689 -0.639 0.923
C -0.418 0.534 0.045
N 0.052 -0.764 0.213
O 1.024 -2.591 1.857
O 0.638 -0.277 2.714
S 1.139 -1.178 1.718
H 0.110 -2.935 -0.505
H -0.702 -1.618 -1.657
H -1.344 0.759 2.034
H -1.950 1.977 0.558
H -2.441 0.289 0.659
H -1.822 0.457 -1.450
H -0.055 0.428 -2.111
H -0.956 1.977 -1.486
H 3.533 -0.567 1.600
H 2.874 -1.253 0.019
H 2.575 0.503 0.540
H 0.308 1.225 0.451
```



# 2
The following is a DFT calculation (ωB97M-V/def2-TZVPD) of an isolated ion of composition C3H6N3O2 and charge +1 at a distorted geometry.

Summary:
* energy: -432.16193 Eh
* LUMO energy: -4.82 eV
* SMILES string: C=N/N=C\[NH+]=C\OO
* total charge: +1

The geometry in XYZ format:
```
14
C3H6N3O2 (ωB97M-V/def2-TZVPD)
C -1.401 -1.525 -0.035
C -1.087 1.556 0.203
C 0.544 -0.241 -0.414
N -2.104 -0.498 0.184
N -1.718 0.569 0.765
N -0.038 -1.374 0.041
O 2.399 -0.226 0.892
O 1.734 0.221 -0.241
H -1.880 -2.560 -0.283
H -1.087 2.364 0.952
H -1.310 1.749 -0.782
H 0.076 0.278 -1.362
H 0.604 -1.892 0.665
H 3.397 0.054 0.921
```



# 3
The following is a DFT calculation (ωB97M-V/def2-TZVPD) of one molecule with the formula C4H4ClNO2S at a distorted geometry.

Summary:
* energy: -1218.19926 Eh
* LUMO energy (spin up / spin down): -1.41 / -1.45 eV
* total charge: 0

The geometry in XYZ format:
```
13
C4H4ClNO2S (ωB97M-V/def2-TZVPD)
C 0.539 1.146 -0.097
C 1.552 0.358 0.227
C -0.875 0.973 -0.211
C 1.513 -1.049 0.236
N -1.593 0.383 0.613
O 0.802 -3.342 -0.455
O -2.764 0.112 0.789
S 0.281 -1.975 -0.425
Cl -4.017 0.616 -0.515
H 0.753 2.294 -0.196
H 2.516 0.689 0.656
H -1.241 1.322 -1.144
H 2.535 -1.528 0.523
```



# 4
The following is a DFT calculation (ωB97M-V/def2-TZVPD) of C23H40F2GeN2P2Pd as an isolated structure at a distorted geometry.

Summary:
* energy: -4097.14665 Eh
* LUMO energy: -0.97 eV
* total charge: 0

The geometry in XYZ format:
```
71
C23H40F2GeN2P2Pd (ωB97M-V/def2-TZVPD)
Pd -1.058 -0.719 0.638
C 2.572 -0.106 1.227
P 1.247 -0.659 0.083
C 1.326 0.730 -1.132
N 2.319 0.817 -1.987
C 2.355 1.819 -2.882
C 3.357 1.885 -3.860
C 3.349 2.901 -4.785
C 2.347 3.882 -4.761
C 1.360 3.850 -3.806
C 1.344 2.826 -2.848
N 0.391 2.770 -1.902
C 0.340 1.753 -1.074
P -0.979 1.657 0.214
C -0.302 2.809 1.477
C -2.480 2.619 -0.407
C -3.510 2.548 0.745
C -2.967 1.869 -1.656
C -2.267 4.096 -0.761
C 2.011 -2.199 -0.697
C 2.066 -3.245 0.438
C 3.422 -2.069 -1.277
C 1.033 -2.612 -1.806
H 3.435 0.220 0.648
H 2.847 -0.930 1.884
H 2.211 0.721 1.837
H 4.119 1.116 -3.878
H 4.122 2.932 -5.542
H 2.346 4.671 -5.500
H 0.581 4.601 -3.784
H 0.080 3.707 0.993
H 0.497 2.323 2.034
H -1.099 3.069 2.173
H -3.198 1.872 1.545
H -4.478 2.209 0.375
H -3.654 3.530 1.196
H -3.036 0.793 -1.489
H -2.271 2.035 -2.480
H -3.949 2.236 -1.962
H -1.969 4.689 0.106
H -3.221 4.493 -1.122
H -1.528 4.217 -1.536
H 3.068 -3.294 0.865
H 1.819 -4.234 0.050
H 1.372 -3.017 1.248
H 4.142 -1.769 -0.513
H 3.460 -1.355 -2.083
H 3.731 -3.047 -1.659
H -0.001 -2.600 -1.455
H 1.266 -3.616 -2.169
H 1.106 -1.921 -2.649
F -3.358 -1.291 -0.636
C -3.073 -0.821 0.668
F -3.732 -1.687 1.509
H -3.646 0.105 0.750
C -0.520 -4.738 3.501
Ge -1.041 -2.882 3.010
C -2.583 -2.368 4.120
C 0.415 -1.644 3.575
C -1.198 -2.758 1.053
H -0.416 -4.837 4.584
H 0.427 -5.012 3.036
H -1.285 -5.439 3.167
H -2.378 -2.635 5.158
H -3.496 -2.870 3.804
H -2.746 -1.292 4.060
H 0.356 -1.431 4.644
H 0.306 -0.705 3.031
H 1.404 -2.059 3.368
H -2.125 -3.182 0.678
H -0.381 -3.323 0.607
```